Entry from the Open Molecules 2025 dataset: a structure of composition C46H48Cl2FeN5O2S2Se (wB97M-V/def2-TZVPD).

```
107
Properties=species:S:1:pos:R:3:forces:R:3
Fe 0.969 -1.120 -0.941 -0.479 0.383 -1.733
S -1.028 0.297 -0.020 0.431 -0.147 0.008
C -2.434 -0.673 0.020 0.136 0.448 0.218
N -3.615 -0.114 0.501 0.039 -0.197 -0.065
C -4.840 -0.789 0.149 -0.006 -0.135 0.028
C -4.694 -2.239 0.560 0.029 0.089 0.045
N -3.554 -2.817 -0.118 -0.072 0.183 -0.109
C -3.781 -4.115 -0.732 0.048 0.123 0.017
C -4.716 -4.021 -1.917 -0.031 0.022 0.041
C -4.353 -3.243 -3.016 0.012 0.023 -0.014
C -5.215 -3.100 -4.091 0.021 -0.001 0.013
C -6.452 -3.733 -4.085 -0.022 -0.025 -0.020
C -6.819 -4.510 -2.999 -0.056 -0.019 -0.032
C -5.956 -4.649 -1.919 0.044 -0.016 -0.015
C -2.449 -2.025 -0.410 0.224 -0.513 -0.149
S -1.139 -2.728 -1.261 0.063 -0.002 0.049
C -3.725 1.249 0.972 0.019 -0.029 -0.080
C -4.311 2.202 -0.047 -0.025 0.034 0.035
C -3.626 2.477 -1.230 0.036 -0.010 -0.051
C -4.161 3.350 -2.164 -0.002 -0.006 0.010
C -5.387 3.961 -1.931 -0.038 0.024 -0.004
C -6.075 3.694 -0.757 -0.021 0.031 -0.030
C -5.539 2.816 0.175 0.034 0.013 0.020
H -5.032 -0.740 -0.932 -0.065 0.052 0.014
H -5.674 -0.319 0.673 0.010 0.016 0.007
H -5.592 -2.800 0.294 0.013 -0.013 -0.016
H -4.555 -2.290 1.648 -0.086 -0.016 0.001
H -4.206 -4.781 0.025 0.016 -0.035 -0.030
H -2.810 -4.497 -1.040 -0.017 -0.074 0.026
H -3.383 -2.756 -3.016 0.003 0.016 -0.001
H -4.920 -2.492 -4.938 0.004 -0.004 0.003
H -7.124 -3.623 -4.928 -0.002 0.006 0.009
H -7.782 -5.007 -2.988 0.003 0.005 0.007
H -6.252 -5.257 -1.070 0.027 0.013 0.019
H -2.721 1.569 1.244 -0.018 0.030 0.088
H -4.356 1.253 1.869 0.014 0.017 -0.006
H -2.666 2.003 -1.403 -0.011 -0.019 -0.008
H -3.616 3.560 -3.076 0.005 -0.018 0.001
H -5.803 4.643 -2.662 0.006 0.001 0.003
H -7.029 4.170 -0.567 -0.004 -0.013 -0.004
H -6.081 2.613 1.093 0.019 -0.028 0.004
Cl 5.567 -6.291 1.463 0.070 -0.054 0.010
C 4.601 -5.140 0.574 -0.066 -0.082 0.390
C 4.851 -4.962 -0.797 -0.321 0.346 -0.193
C 4.107 -4.057 -1.502 0.478 -0.350 -0.103
Cl 4.415 -3.833 -3.189 -0.013 0.029 -0.009
C 3.078 -3.256 -0.904 -0.418 0.323 0.406
O 2.440 -2.419 -1.589 -0.266 0.313 0.136
C 2.857 -3.486 0.504 0.381 -0.217 -0.484
C 1.880 -2.744 1.200 -0.313 0.152 -0.006
O 1.133 -1.876 0.734 0.087 -0.755 2.165
C 3.631 -4.430 1.212 -0.066 -0.091 -0.132
H 5.623 -5.529 -1.296 0.015 -0.028 0.015
H 1.774 -2.942 2.275 0.031 -0.151 0.101
H 3.448 -4.575 2.271 0.018 -0.032 0.005
N 0.961 -0.271 -2.393 -0.672 0.157 -0.577
C 1.665 0.418 -3.286 0.770 0.211 -0.060
C 1.030 1.244 -4.253 -0.056 -0.140 0.190
C 1.766 2.084 -5.065 0.035 0.024 -0.001
C 3.155 2.136 -4.983 0.048 0.080 -0.078
C 3.805 1.277 -4.101 0.009 -0.012 -0.080
C 3.094 0.418 -3.290 -0.311 -0.004 0.052
H -0.051 1.217 -4.306 0.001 0.031 0.000
H 1.248 2.720 -5.776 -0.011 0.009 0.017
H 3.717 2.831 -5.595 0.002 -0.051 -0.034
H 4.889 1.276 -4.050 -0.010 0.003 0.001
H 3.599 -0.273 -2.626 0.026 0.023 0.029
C 5.826 -1.908 1.976 0.037 0.089 0.149
C 5.901 -0.823 3.050 -0.083 0.023 -0.125
C 4.885 0.301 2.845 0.002 -0.069 0.150
C 3.444 -0.188 2.965 0.293 -0.001 -0.052
N 2.476 0.883 2.812 -0.283 0.038 -0.204
C 2.150 1.459 1.616 0.076 -0.047 0.094
Se 2.797 0.970 -0.016 0.285 0.069 -0.172
N 1.218 2.420 1.870 0.086 -0.247 0.007
C 0.610 3.300 0.888 -0.076 0.274 -0.145
C 1.087 4.746 1.019 0.138 -0.135 0.055
C 2.563 4.965 0.686 -0.117 -0.024 -0.106
C 2.897 4.738 -0.787 0.015 -0.009 0.120
C 0.860 2.369 3.202 0.021 -0.050 0.206
C -0.116 3.042 3.920 -0.004 0.023 -0.043
C -0.268 2.708 5.259 -0.040 0.064 0.003
C 0.543 1.752 5.865 0.044 -0.032 0.015
C 1.531 1.087 5.150 0.026 -0.027 -0.013
C 1.663 1.396 3.806 -0.059 0.140 0.077
H 6.662 -2.602 2.069 -0.015 -0.032 -0.029
H 5.856 -1.462 0.980 -0.016 -0.031 -0.029
H 4.909 -2.490 2.052 0.087 0.076 -0.025
H 6.900 -0.380 3.040 0.009 -0.010 0.072
H 5.760 -1.273 4.040 0.055 0.018 0.019
H 5.021 0.731 1.852 -0.026 0.068 -0.021
H 5.055 1.092 3.582 -0.033 0.020 -0.010
H 3.289 -0.637 3.947 -0.096 -0.040 -0.023
H 3.241 -0.937 2.199 -0.006 0.072 0.023
H -0.470 3.258 1.022 -0.068 -0.145 -0.016
H 0.835 2.899 -0.099 -0.005 -0.105 0.019
H 0.889 5.093 2.039 -0.041 0.037 -0.034
H 0.474 5.349 0.343 -0.038 0.026 0.035
H 3.175 4.304 1.308 0.033 0.043 0.008
H 2.819 5.994 0.957 0.047 -0.039 0.068
H 2.805 3.688 -1.062 -0.019 0.000 -0.035
H 3.925 5.041 -0.989 -0.010 -0.013 -0.063
H 2.235 5.321 -1.432 0.016 0.029 -0.010
H -0.747 3.784 3.451 -0.004 -0.012 -0.007
H -1.038 3.195 5.843 0.013 0.022 -0.011
H 0.394 1.515 6.910 0.023 0.009 -0.001
H 2.157 0.344 5.624 -0.018 -0.010 -0.001
```
Forces are in eV/Å.

As for the energy: -206478.0906 eV. As for the expectation value of S²: 6.0564. As for the multiplicity: 5. Its frontier orbital gap (spin up / spin down) is 5.45 / 5.87 eV. Its maximum force is 2.294 eV/A. Its total charge is -1.

---

Entry from the Open Molecules 2025 dataset: a structure of composition C46H48F6GeMnN6O8S2Te (wB97M-V/def2-TZVPD).

```
119
Properties=species:S:1:pos:R:3:forces:R:3
Mn 0.679 -0.818 1.588 -5.965 -1.659 -2.033
C -3.333 2.227 -0.546 0.015 0.006 -0.436
N -3.011 1.968 0.849 -0.329 0.078 0.177
C -4.122 2.040 1.791 -0.253 -0.049 0.344
C -1.769 1.689 1.193 0.717 -0.579 -0.826
O -0.858 1.685 0.310 -0.220 -0.497 1.513
C -1.508 1.331 2.682 0.394 -0.032 -0.568
O -0.782 0.083 2.797 -0.247 0.237 -0.387
C -1.153 -0.654 3.964 -0.061 -0.024 0.031
C -0.251 -1.871 4.024 -0.294 0.192 0.227
O 0.574 -2.046 3.091 -0.138 -0.175 -0.445
N -0.343 -2.697 5.034 -0.027 0.054 -0.122
C 0.430 -3.933 5.053 0.334 -0.285 -0.129
C -1.178 -2.422 6.194 -0.367 0.228 0.212
H -4.309 1.812 -0.778 -0.082 -0.041 0.131
H -2.599 1.745 -1.184 -0.057 0.027 0.027
H -3.344 3.298 -0.751 -0.032 -0.106 0.042
H -4.355 1.053 2.193 -0.109 0.027 -0.042
H -4.999 2.416 1.272 0.056 -0.033 -0.017
H -3.919 2.722 2.615 0.025 0.040 -0.024
H -2.440 1.207 3.232 0.133 0.163 -0.101
H -0.908 2.134 3.128 -0.069 -0.134 0.034
H -2.202 -0.971 3.889 0.101 0.032 0.045
H -1.026 -0.026 4.852 -0.022 -0.108 -0.096
H 0.704 -4.203 4.036 0.023 -0.009 0.070
H -0.174 -4.724 5.492 -0.056 0.062 -0.031
H 1.334 -3.807 5.651 -0.027 0.026 -0.036
H -2.228 -2.642 5.993 0.043 -0.068 0.008
H -1.088 -1.381 6.500 0.027 -0.028 0.046
H -0.843 -3.041 7.022 0.006 0.013 -0.061
C 5.880 2.613 -0.800 0.457 0.185 0.465
N 4.589 2.194 -1.334 -0.262 -0.230 -0.092
C 4.474 1.287 -2.326 -0.418 -0.241 -0.238
C 3.270 0.795 -2.743 0.244 -0.221 0.142
C 2.100 1.223 -2.087 -0.060 0.066 -0.385
N 2.250 2.246 -1.218 -0.391 -0.469 0.153
C 3.463 2.677 -0.743 0.681 0.423 0.165
O 3.435 3.530 0.134 0.471 -0.598 0.169
N 0.885 0.740 -2.316 0.180 -0.244 0.233
H 6.658 2.421 -1.533 -0.079 0.026 -0.039
H 6.081 2.049 0.111 0.052 0.018 -0.015
H 5.836 3.672 -0.551 0.038 -0.068 -0.117
H 5.400 0.954 -2.769 0.073 -0.017 -0.031
H 3.216 0.049 -3.518 0.050 -0.074 -0.025
H 0.799 -0.126 -2.837 -0.047 0.253 0.019
H 0.125 0.983 -1.688 -0.108 -0.108 -0.025
F 1.376 0.497 4.617 -0.054 0.061 -0.139
C 2.501 -0.192 4.335 -0.241 0.232 0.837
F 2.361 -1.382 4.879 0.283 -0.013 -0.327
F 3.511 0.432 4.888 0.044 -0.083 -0.060
S 2.779 -0.016 2.454 3.469 1.236 0.220
O 1.736 0.923 2.040 -0.746 -0.017 -0.277
O 4.132 0.402 2.405 0.204 0.576 0.095
N 2.550 -1.249 1.484 -0.219 0.601 0.309
S 3.759 -2.343 1.707 0.622 -1.100 -0.898
O 3.882 -2.549 3.105 0.110 -0.616 0.328
O 4.872 -1.984 0.901 -0.030 -0.218 -0.059
C 2.878 -3.712 0.775 -0.376 0.391 -0.600
F 1.712 -3.991 1.346 0.068 -0.146 0.302
F 3.562 -4.809 0.577 0.295 0.154 0.416
F 2.623 -3.140 -0.415 0.130 -0.124 0.040
Te 1.007 3.582 -0.276 -0.694 1.575 -1.032
C 1.925 5.158 -1.394 0.013 0.077 0.176
C 2.623 6.150 -0.713 -0.211 -0.178 0.189
C 3.263 7.149 -1.430 -0.043 0.022 0.075
C 3.207 7.154 -2.816 -0.009 -0.010 0.028
C 2.515 6.157 -3.490 0.026 -0.070 -0.034
C 1.873 5.152 -2.784 -0.204 -0.146 0.141
C -0.645 3.820 -1.614 -0.130 0.232 0.288
C -1.032 3.324 -2.847 0.254 -0.180 0.072
C -2.121 3.903 -3.491 0.047 -0.020 0.052
C -2.798 4.969 -2.921 -0.011 0.071 0.048
C -2.402 5.477 -1.690 0.030 0.027 -0.075
C -1.330 4.892 -1.040 0.381 -0.291 0.108
H 2.656 6.132 0.370 0.151 0.108 -0.012
H 3.805 7.919 -0.900 -0.005 0.045 -0.002
H 3.696 7.940 -3.372 0.031 0.015 -0.022
H 2.464 6.155 -4.569 0.023 0.045 -0.043
H 1.312 4.395 -3.320 0.049 0.037 -0.029
H -0.501 2.511 -3.322 -0.035 0.016 -0.065
H -2.425 3.530 -4.458 -0.013 -0.057 -0.055
H -3.632 5.417 -3.441 -0.037 0.027 -0.040
H -2.913 6.325 -1.259 -0.024 0.021 0.069
H -0.979 5.260 -0.074 -0.316 0.334 -0.015
C -0.296 -1.509 0.449 2.894 1.260 1.862
Ge -1.265 -2.639 -0.918 -0.408 -0.596 -0.412
C 0.092 -3.688 -1.905 -0.498 0.444 0.295
C 0.299 -4.985 -1.440 -0.059 0.074 0.002
C 1.081 -5.874 -2.159 0.045 -0.022 0.020
C 1.681 -5.474 -3.344 -0.040 -0.002 0.088
C 1.518 -4.172 -3.791 0.043 0.080 -0.045
C 0.728 -3.283 -3.077 -0.089 -0.030 0.000
C -2.507 -1.550 -2.024 0.610 -0.399 0.505
C -3.762 -1.250 -1.498 0.098 0.037 0.044
C -4.707 -0.598 -2.276 -0.031 -0.018 0.028
C -4.407 -0.240 -3.582 0.008 -0.003 0.034
C -3.165 -0.548 -4.116 0.035 0.030 -0.041
C -2.222 -1.209 -3.343 0.041 0.103 0.038
C -2.244 -3.859 0.279 0.357 0.533 -0.262
C -2.812 -5.019 -0.240 0.017 0.141 -0.096
C -3.465 -5.910 0.597 -0.001 0.025 -0.034
C -3.569 -5.632 1.952 0.023 0.011 -0.008
C -3.011 -4.473 2.472 -0.007 0.052 0.191
C -2.337 -3.589 1.642 0.055 0.040 -0.252
H -0.174 -5.304 -0.522 0.019 -0.110 0.004
H 1.205 -6.884 -1.796 0.041 -0.083 -0.007
H 2.258 -6.178 -3.924 0.083 -0.024 -0.013
H 1.992 -3.861 -4.712 -0.007 0.040 -0.052
H 0.571 -2.288 -3.477 0.051 0.036 -0.025
H -4.001 -1.554 -0.486 -0.104 -0.018 0.030
H -5.689 -0.395 -1.874 -0.075 0.015 0.033
H -5.148 0.254 -4.195 -0.070 0.018 -0.026
H -2.943 -0.304 -5.145 0.006 0.013 -0.070
H -1.281 -1.493 -3.791 0.036 -0.021 -0.082
H -2.732 -5.224 -1.301 -0.052 -0.111 -0.011
H -3.886 -6.819 0.192 -0.056 -0.034 -0.006
H -4.083 -6.324 2.603 -0.022 -0.013 0.044
H -3.110 -4.271 3.530 0.030 0.029 0.069
H -1.850 -2.685 2.008 -0.208 -0.189 0.210
```
Forces are in eV/Å.

As for the energy: -206876.6261 eV. Its energy above the lowest of the compared OMol25 structures with the same formula, charge and spin is 70.13 kJ/mol. Its frontier orbital gap (spin up / spin down) is 7.47 / 7.46 eV. Its maximum force is 6.516 eV/A. Its total charge is +3.